No. 1
Molecular formula: C36H64IN8O4P
Method: DFT, the ωB97M-V functional and the def2-TZVPD basis

Each line ends with the Mulliken charge.
Geometry (Å):
C  3.4799  -1.9760  -4.7498  -1.2189
C  2.2036  -2.7169  -5.1936  -0.3865
C  0.9647  -1.8531  -4.9707  -0.4005
I  0.9452  -1.2376  -2.8813  0.2112
O  -0.1583  -2.6917  -5.2875  -0.2718
C  -1.3240  -2.0938  -5.0989  0.6272
O  -1.5244  -0.9148  -5.1864  -0.5383
O  -2.3003  -3.0089  -4.8416  -0.2151
P  -3.7680  -2.3003  -4.5589  0.4561
O  -4.6428  -3.0670  -3.5178  -0.3306
H  3.2979  -0.9113  -4.8540  0.3313
H  3.7330  -2.2296  -3.7249  0.3632
H  4.3344  -2.2445  -5.3672  0.3918
H  2.2710  -2.9753  -6.2544  0.3376
H  2.0766  -3.6667  -4.6724  0.2755
H  1.0075  -0.9712  -5.6036  0.4612
H  -4.3996  -2.2354  -5.8007  0.0630
H  -3.6610  -1.0463  -3.9679  0.0867
C  3.5661  2.0521  -8.0169  -1.0784
C  4.1198  3.1039  -7.0606  -0.4190
C  5.4940  2.7279  -6.4947  -0.0661
C  5.4003  1.4727  -5.7440  0.2713
N  5.3264  0.4878  -5.1601  -0.4584
H  3.4077  1.0960  -7.5145  0.1987
H  2.6041  2.3720  -8.4172  0.3508
H  4.2444  1.8886  -8.8571  0.3226
H  3.4130  3.2491  -6.2418  0.2945
H  4.2027  4.0557  -7.5829  0.3149
H  5.8533  3.5124  -5.8290  -0.0125
H  6.2213  2.6071  -7.2995  0.2557
C  -2.3431  -2.7150  0.8061  -1.0154
C  -1.1704  -3.6087  1.1850  -0.5667
C  0.0221  -2.8133  1.7273  -0.0553
C  0.5069  -1.8780  0.7106  0.4225
N  0.8874  -1.1654  -0.1041  -0.6501
H  -2.0727  -2.0237  0.0056  0.2225
H  -3.1807  -3.3145  0.4473  0.3713
H  -2.6845  -2.1318  1.6637  0.3577
H  -0.8596  -4.1854  0.3108  0.1815
H  -1.4946  -4.3253  1.9417  0.4052
H  0.8347  -3.4887  1.9979  0.3891
H  -0.2656  -2.2526  2.6175  -0.1352
C  0.9852  -1.8397  6.5433  -0.9940
C  1.0698  -0.3182  6.5869  -0.6337
C  -0.2748  0.3594  6.2982  0.7240
C  -0.7523  0.0033  4.9613  0.0149
N  -1.1228  -0.2759  3.9115  -0.5077
H  0.7017  -2.1959  5.5514  0.1583
H  1.9524  -2.2818  6.7835  0.3742
H  0.2540  -2.2118  7.2630  0.2759
H  1.8154  0.0203  5.8646  0.3467
H  1.4151  -0.0060  7.5741  0.3199
H  -0.1702  1.4444  6.3551  0.1959
H  -1.0208  0.0522  7.0322  -0.2275
C  -3.4968  -8.0835  -2.7458  -1.1726
C  -2.1665  -7.4081  -3.0481  -0.5053
C  -2.1639  -5.9231  -2.6749  -0.0647
C  -3.1763  -5.1797  -3.4331  0.3800
N  -3.9744  -4.5612  -4.0424  -0.7478
H  -4.3059  -7.6401  -3.3285  0.3230
H  -3.4552  -9.1441  -2.9981  0.3530
H  -3.7485  -7.9982  -1.6861  0.2887
H  -1.9403  -7.5176  -4.1103  0.3090
H  -1.3711  -7.9186  -2.4950  0.3356
H  -1.1893  -5.4800  -2.8946  0.2751
H  -2.3518  -5.8117  -1.5982  0.0524
C  8.8341  5.8401  -4.9364  -1.1420
C  9.0567  5.7211  -6.4399  -0.4004
C  8.1564  6.6596  -7.2527  -0.4259
C  6.7435  6.3548  -7.0136  0.2759
N  5.6389  6.1075  -6.8269  -0.4334
H  7.8175  5.5582  -4.6584  0.3281
H  9.5132  5.1794  -4.3981  0.3260
H  9.0122  6.8606  -4.5926  0.3236
H  8.8812  4.6883  -6.7474  0.2687
H  10.0988  5.9501  -6.6677  0.3188
H  8.3591  6.5504  -8.3182  0.2741
H  8.3408  7.6992  -6.9790  0.3012
C  -5.7123  -1.1431  0.4940  -1.3737
C  -5.0686  -0.6190  -0.7802  0.3646
C  -5.1746  0.9048  -0.9181  -0.4725
C  -6.5772  1.3285  -0.9572  0.2302
N  -7.6771  1.6528  -0.9879  -0.4489
H  -6.7836  -0.9415  0.5340  0.4703
H  -5.5822  -2.2232  0.5597  0.3064
H  -5.2503  -0.6879  1.3735  0.3091
H  -5.5370  -1.1014  -1.6402  0.1379
H  -4.0153  -0.9030  -0.7901  -0.1316
H  -4.6874  1.2369  -1.8356  0.3069
H  -4.6839  1.3991  -0.0781  0.2996
C  -0.0885  1.4191  10.6562  -0.9475
C  -1.5229  1.9176  10.7664  -0.0072
C  -2.5470  0.7809  10.8753  -0.4955
C  -2.4770  -0.0537  9.6762  0.2783
N  -2.4249  -0.6637  8.7064  -0.4960
H  0.0594  0.8240  9.7531  0.0313
H  0.6012  2.2607  10.6070  0.3523
H  0.1838  0.8068  11.5190  0.3811
H  -1.7504  2.5284  9.8967  -0.1262
H  -1.6112  2.5590  11.6456  0.3435
H  -3.5573  1.1814  10.9625  0.2896
H  -2.3538  0.1652  11.7552  0.3204
C  -2.1804  4.5526  4.7357  -1.2102
C  -3.1257  3.5371  5.3671  -0.2466
C  -3.3530  3.7831  6.8644  -0.3907
C  -2.0895  3.6914  7.5997  0.3692
N  -1.0923  3.6193  8.1638  -0.5875
H  -1.1844  4.5020  5.1786  0.3436
H  -2.0721  4.3580  3.6693  0.3569
H  -2.5579  5.5697  4.8574  0.3230
H  -2.7244  2.5326  5.2176  0.1267
H  -4.0884  3.5760  4.8557  0.3212
H  -4.0441  3.0419  7.2679  0.2881
H  -3.7829  4.7719  7.0308  0.3515

- total energy (Ha) = -2788.0320
- HOMO (eV) = -6.76
- energy relative to the best compared isomer or geometry (same formula, charge and spin) (kcal per mole) = 0.0
- F_max (eV/Å) = 9.57

=====

No. 2
Molecular formula: C36H65Al2BClF5IKMgNO17PS
Method: DFT, the ωB97M-V functional and the def2-TZVPD basis

Each line ends with the Mulliken charge.
Geometry (Å):
C  2.7173  -0.9626  -0.4590  -0.4567
C  3.2527  0.1460  -1.4582  -0.4612
C  2.1166  1.0618  -2.0301  0.5055
C  1.3116  1.8620  -0.9464  -1.1310
C  -0.1974  1.4435  -0.7770  -0.2876
C  -0.9882  1.2281  -2.1141  -0.1691
B  -1.6575  -0.3059  -2.2957  0.0638
C  -0.8352  -1.5930  -1.6801  2.0979
C  -0.2368  -2.5595  -2.7560  0.1123
O  0.9771  -1.9908  -3.2878  -0.4111
C  0.9214  -1.7449  -4.6435  0.4714
O  1.8909  -1.9854  -5.2856  -0.5552
O  -1.8947  -0.5098  -3.7426  -0.5467
C  -3.2535  -0.4775  -4.0775  0.8936
C  -3.7358  -1.3296  -5.3125  -0.7181
C  -2.8564  -2.6084  -5.6161  -0.9043
C  -3.2893  -3.8906  -4.8373  0.1533
C  -2.2627  -5.0544  -5.1292  -0.7105
C  -2.5051  -6.2819  -4.1470  -0.3144
C  -1.2613  -6.4583  -3.1954  -0.9906
P  -3.3725  1.3156  -4.8027  -0.0550
S  -1.8999  1.6380  -6.0534  -0.2907
C  -4.0694  -0.5188  -2.6849  2.5723
C  -5.3447  0.4038  -2.7894  -3.8712
C  -4.4604  -1.9115  -2.0533  -0.1608
I  -6.1636  -2.9179  -2.9772  0.5126
C  -4.8642  -1.6823  -0.5170  0.1172
C  -3.9349  -2.4570  0.4879  -0.3755
O  -3.0450  -0.1064  -1.8193  -0.8499
H  2.0769  -1.6623  -1.0473  -0.1375
H  2.1883  -0.5129  0.4064  0.1510
H  3.5970  -1.5792  -0.1436  0.4747
H  4.1240  0.7001  -1.0458  -0.1022
H  3.6480  -0.4385  -2.3351  0.4166
H  2.6256  1.8251  -2.6772  0.3511
H  1.5007  0.4402  -2.7135  -0.5064
H  1.3758  2.9711  -1.0638  0.3035
H  1.8032  1.6521  0.0410  0.3940
H  -0.7041  2.2975  -0.2515  0.4421
H  -0.2677  0.5880  -0.0617  0.0705
H  -1.8274  1.9646  -2.1891  0.1885
H  -0.3761  1.4028  -3.0373  0.4463
H  -1.5811  -2.2015  -1.0949  -1.5281
H  -0.0043  -1.3341  -0.9914  -0.1222
H  0.0732  -3.4807  -2.1929  0.5176
H  -0.9666  -2.8990  -3.5213  -0.7518
H  0.0525  -1.2829  -5.1685  0.2250
H  -3.6001  -0.6727  -6.2138  0.8380
H  -4.8300  -1.5612  -5.2919  0.1159
H  -1.7687  -2.3897  -5.5488  -0.0248
H  -3.0443  -2.8325  -6.6992  0.6876
H  -3.2748  -3.7550  -3.7286  -0.5202
H  -4.3237  -4.2126  -5.1102  0.6839
H  -2.2725  -5.3656  -6.1975  0.4434
H  -1.2355  -4.6788  -4.8998  0.2015
H  -3.4578  -6.1660  -3.5740  0.1095
H  -2.5592  -7.1966  -4.7764  0.3316
H  -0.4059  -6.7818  -3.8328  0.4012
H  -1.4215  -7.2709  -2.4431  0.3746
H  -0.9965  -5.5238  -2.6535  0.0085
H  -3.3341  2.2756  -3.7504  0.0461
H  -4.5725  1.4536  -5.5657  0.1692
H  -6.1789  0.1059  -2.0385  0.6042
H  -5.1185  1.5160  -2.5656  0.5616
H  -5.8157  0.2731  -3.8029  0.4042
H  -3.5284  -2.5250  -2.0178  -0.2362
H  -4.9384  -0.5882  -0.2808  -0.1323
H  -5.9020  -2.0772  -0.3613  0.6319
H  -3.6587  -3.4457  0.0568  -0.2795
H  -3.0636  -1.8371  0.7748  -0.2241
H  -4.5571  -2.6782  1.3900  0.5624
K  -6.3949  1.9798  -1.4655  1.0538
O  6.4320  3.4851  1.1124  -0.3201
Cl  6.4924  2.0041  1.0030  1.8175
O  6.5556  1.4311  2.2984  -0.4802
O  7.6857  1.6412  0.2513  -0.5800
O  5.3385  1.5372  0.3061  -0.5676
Mg  -8.1161  -1.1207  -3.3948  0.1731
F  6.1764  3.6748  -0.8865  -0.2296
Al  7.4084  -0.3438  -0.8958  0.8002
C  -4.3845  -6.2235  -0.8071  -0.5477
C  -5.8900  -6.2291  -0.8023  0.8117
O  -6.5320  -5.2872  -1.2407  -0.5047
C  -6.5724  -7.4415  -0.2350  -1.3251
H  -4.0253  -5.2901  -1.2442  -0.4345
H  -4.0075  -6.2990  0.2147  0.5699
H  -4.0114  -7.0560  -1.4056  0.4347
H  -6.2916  -7.5701  0.8116  0.3418
H  -6.2944  -8.3270  -0.8090  0.3439
H  -7.6524  -7.3103  -0.2944  0.3515
C  -4.2136  -0.7457  6.0890  -1.0102
C  -5.3800  -0.2052  5.6993  0.3427
C  -5.6867  -0.0053  4.2538  0.8921
O  -6.7446  0.4646  3.8692  -0.6796
C  -4.6845  -0.3798  3.2819  -0.2285
C  -3.5197  -0.9121  3.6452  -0.0775
C  -3.2003  -1.1518  5.0929  0.7032
O  -2.1432  -1.6521  5.3981  -0.5448
O  -2.6294  -1.2321  2.7053  -0.1130
O  -6.3196  0.1759  6.5845  -0.5489
H  -3.9726  -0.9019  7.1314  0.4475
H  -4.9267  -0.2050  2.2422  0.3096
H  -1.8395  -1.6156  3.1597  0.2218
H  -7.0566  0.5277  6.0521  0.3321
F  1.6613  -3.5166  1.3543  -0.4057
Al  -0.0099  -3.9130  1.5851  0.5022
F  -0.6312  -3.0349  2.9726  -0.4376
F  -0.1790  -5.6130  1.8587  -0.4286
F  -0.9225  -3.4542  0.1608  -0.2696
C  9.1306  5.0167  2.2916  0.1798
O  9.0747  4.1658  3.1563  -0.5081
N  9.1768  6.3591  2.5187  0.1917
C  9.2388  7.3131  1.4372  -0.8732
C  9.1636  6.8426  3.8856  -0.9732
H  9.1459  4.7573  1.2228  0.3049
H  10.1520  7.9057  1.5354  0.3678
H  8.3691  7.9736  1.4951  0.3572
H  9.2417  6.8080  0.4728  0.3143
H  10.0230  6.4310  4.4192  0.3275
H  8.2503  6.4985  4.3779  0.3398
H  9.2045  7.9287  3.9066  0.4215
C  7.6933  11.0629  7.1980  -0.6133
O  7.6095  10.3093  8.4065  -0.3081
C  7.6478  8.9862  8.2358  0.8268
O  7.7436  8.4097  7.1794  -0.5463
O  7.5615  8.4125  9.4361  -0.3077
C  7.5898  6.9850  9.4115  -0.6157
H  7.6522  12.1164  7.4660  0.2234
H  8.6380  10.8701  6.6887  0.2744
H  6.8505  10.8369  6.5441  0.2823
H  8.5300  6.6258  8.9926  0.2820
H  6.7429  6.5928  8.8482  0.2823
H  7.5132  6.6388  10.4399  0.2230

- total energy (Ha) = -6050.0158
- charge = +2
- HOMO (eV) = -11.62
- F_max (eV/Å) = 7.10

=====

no.,gap between HOMO and LUMO (eV)
1,7.3
2,1.4